Entry 1:
The following is a DFT calculation (ωB97M-V with the def2-TZVPD basis set) of a 2-piece molecular cluster, C4H2O overall.

The geometry in XYZ format:
```
7
Properties=species:S:1:pos:R:3:forces:R:3
C -0.371 -0.793 0.271 4.672 0.315 -1.327
C 0.903 -1.110 -0.355 -1.298 -0.453 -0.348
C -1.411 -0.937 0.940 -2.692 0.111 1.431
C 0.886 0.262 -0.111 -1.723 -0.112 -1.649
O -2.115 0.911 -0.419 0.190 -0.206 0.140
H 1.695 0.653 0.415 0.927 0.554 2.044
H 0.413 1.013 -0.741 -0.077 -0.209 -0.292
```
Forces are in eV/Å.

Its charge is 0. As for the HOMO energy (spin up / spin down): -10.2784 / -10.1884 eV. The value obtained for the HOMO-LUMO gap (spin up / spin down) is 0.28939 / 0.28106 hartree. The energy above the lowest of the compared OMol25 structures with the same formula, charge and spin is 10.8826 eV. As for the maximum force: 4.9 eV Å⁻¹.



Entry 2:
The following is a DFT calculation (ωB97M-V with the def2-TZVPD basis set) of C4H2O as an isolated structure.

The geometry in XYZ format:
```
7
Properties=species:S:1:pos:R:3:forces:R:3
C 1.137 -0.517 0.068 3.092 -0.332 -0.984
C -0.035 -0.671 0.117 -7.555 1.521 0.671
C -1.849 -0.142 -0.219 2.044 -0.011 -3.369
C -3.218 0.015 -0.091 2.746 -2.307 2.259
O -4.372 -0.043 0.154 2.231 0.816 -1.070
H 2.186 -0.583 -0.235 -0.920 0.173 0.670
H -1.449 0.027 -1.300 -1.638 0.139 1.823
```
Forces are in eV/Å.

Its charge is 0. As for the HOMO energy: -9.4923 eV. The value obtained for the HOMO-LUMO gap is 0.30074 hartree. The energy above the lowest of the compared OMol25 structures with the same formula, charge and spin is 4.0090 eV. As for the maximum force: 7.7 eV Å⁻¹.



Entry 3:
The following is a DFT calculation (ωB97M-V with the def2-TZVPD basis set) of C4H2O2 in the gas phase.

The geometry in XYZ format:
```
8
Properties=species:S:1:pos:R:3:forces:R:3
O -2.891 0.334 0.432 0.473 -0.386 -0.075
C -1.991 -0.455 0.266 -0.347 0.257 0.064
C -0.604 -0.060 0.051 0.509 0.196 -0.087
C 0.565 0.202 -0.104 -0.539 -0.244 0.134
C 1.992 0.453 -0.271 0.265 -0.186 0.177
O 2.824 -0.160 0.353 -0.315 0.306 -0.263
H -2.154 -1.548 0.275 -0.021 0.141 -0.020
H 2.259 1.233 -1.003 -0.026 -0.084 0.071
```
Forces are in eV/Å.

Its charge is 0. As for the HOMO energy: -11.0199 eV. The value obtained for the HOMO-LUMO gap is 0.36700 hartree. Its SMILES is O=CC#CC=O. The energy above the lowest of the compared OMol25 structures with the same formula, charge and spin is 0.3414 eV. As for the maximum force: 0.6 eV Å⁻¹.



Entry 4:
The following is a DFT calculation (ωB97M-V with the def2-TZVPD basis set) of C4H2O2 in the gas phase.

The geometry in XYZ format:
```
8
Properties=species:S:1:pos:R:3:forces:R:3
O 1.487 -1.902 1.800 -0.541 0.319 -0.113
C 0.630 -1.105 1.624 0.439 -0.372 0.304
C -0.354 0.401 0.254 -0.006 -0.124 -0.238
O 0.195 -0.805 0.317 0.062 0.381 -0.089
C -0.561 0.784 -1.097 -0.056 0.227 -0.404
C -0.718 1.327 -2.170 0.031 -0.230 0.514
H 0.099 -0.491 2.367 0.048 -0.065 -0.134
H -0.858 1.814 -3.112 0.023 -0.136 0.161
```
Forces are in eV/Å.

Its charge is 0. As for the HOMO energy: -9.4423 eV. The value obtained for the HOMO-LUMO gap is 0.31193 hartree. The energy above the lowest of the compared OMol25 structures with the same formula, charge and spin is 2.1298 eV. As for the maximum force: 0.7 eV Å⁻¹.



Entry 5:
The following is a DFT calculation (ωB97M-V with the def2-TZVPD basis set) of C4H2O2 in the gas phase.

The geometry in XYZ format:
```
8
Properties=species:S:1:pos:R:3:forces:R:3
O -3.015 0.111 0.186 0.410 -0.180 0.016
C -1.966 -0.465 0.312 -0.313 0.137 0.008
C -0.659 0.078 -0.050 0.877 0.072 -0.070
C 0.518 0.308 -0.211 -0.822 -0.263 0.202
C 1.965 0.458 -0.313 0.342 -0.268 0.232
O 2.710 -0.288 0.280 -0.347 0.451 -0.344
H -1.889 -1.481 0.743 -0.123 0.116 -0.078
H 2.336 1.279 -0.946 -0.024 -0.065 0.033
```
Forces are in eV/Å.

Its charge is 0. As for the HOMO energy: -11.0116 eV. The value obtained for the HOMO-LUMO gap is 0.35877 hartree. Its SMILES is O=CC#CC=O. The energy above the lowest of the compared OMol25 structures with the same formula, charge and spin is 0.4109 eV. As for the maximum force: 0.9 eV Å⁻¹.



Entry 6:
The following is a DFT calculation (ωB97M-V with the def2-TZVPD basis set) of C4H2O2 in the gas phase.

The geometry in XYZ format:
```
8
Properties=species:S:1:pos:R:3:forces:R:3
C -1.651 1.644 0.264 3.237 -0.799 -1.030
C -1.929 0.421 -0.323 -1.729 1.437 0.260
C -3.018 -0.233 -0.015 -1.604 -2.903 -0.572
C -0.444 0.660 0.003 -1.988 1.094 -0.542
O -4.041 -0.813 0.054 1.246 1.143 0.091
O 0.020 -0.123 0.982 1.257 0.223 2.087
H 0.219 0.634 -0.861 -0.307 0.612 -0.084
H 0.127 0.466 1.756 -0.113 -0.806 -0.208
```
Forces are in eV/Å.

Its charge is 0. As for the HOMO energy (spin up / spin down): -7.3989 / -10.3997 eV. The value obtained for the HOMO-LUMO gap (spin up / spin down) is 0.29926 / 0.29821 hartree. The spin multiplicity is 3. The energy above the lowest of the compared OMol25 structures with the same formula, charge and spin is 2.6170 eV. As for the maximum force: 3.5 eV Å⁻¹.



Entry 7:
The following is a DFT calculation (ωB97M-V with the def2-TZVPD basis set) of C4H2O4 in the gas phase.

The geometry in XYZ format:
```
10
Properties=species:S:1:pos:R:3:forces:R:3
O 0.569 0.173 2.726 0.610 -0.181 -0.230
C 1.081 -0.145 1.682 -1.174 0.483 0.174
O 2.136 -0.900 1.500 1.720 -1.113 2.769
C 0.505 0.193 0.409 1.451 -0.174 2.598
C -0.199 0.445 -0.485 -1.832 0.112 -2.524
C -1.059 0.563 -1.611 -0.907 1.050 -2.309
O -1.080 1.517 -2.367 0.150 -0.686 1.032
O -1.862 -0.505 -1.818 -0.491 0.558 0.008
H 2.437 -1.141 2.452 -0.403 0.361 -2.087
H -2.528 -0.201 -2.489 0.877 -0.411 0.569
```
Forces are in eV/Å.

Its charge is 0. As for the HOMO energy: -11.1563 eV. The value obtained for the HOMO-LUMO gap is 0.41672 hartree. Its SMILES is O=C(O)C#CC(=O)O. The energy above the lowest of the compared OMol25 structures with the same formula, charge and spin is 0.4876 eV. As for the maximum force: 3.4 eV Å⁻¹.



Entry 8:
The following is a DFT calculation (ωB97M-V with the def2-TZVPD basis set) of C4H2O6Yb as an isolated structure.

The geometry in XYZ format:
```
13
Properties=species:S:1:pos:R:3:forces:R:3
O 0.530 -1.995 2.295 0.186 -0.200 0.044
C -0.046 -1.681 1.259 -0.805 -1.662 0.864
O -1.046 -2.209 0.771 -0.212 -0.238 -0.197
O 0.495 -0.500 0.605 -0.032 1.268 -0.738
Yb -1.014 -4.021 2.691 0.609 1.318 -0.768
H -1.198 -0.267 -0.522 0.432 -0.199 -0.273
O -0.402 2.144 -1.758 -2.742 0.217 1.799
O 1.294 1.937 -0.704 2.477 0.635 1.699
O 1.150 0.792 -2.628 0.887 2.731 -1.407
C -0.227 0.147 -0.207 -1.144 -0.211 1.477
C 0.012 1.636 -0.299 0.864 2.430 -4.291
C 0.857 1.807 -2.046 -0.409 -5.850 1.953
H -0.405 2.209 0.543 -0.112 -0.239 -0.160
```
Forces are in eV/Å.

Its charge is +2. As for the HOMO energy: -17.5835 eV. The value obtained for the HOMO-LUMO gap is 0.28401 hartree. The energy above the lowest of the compared OMol25 structures with the same formula, charge and spin is 2.4620 eV. As for the maximum force: 6.2 eV Å⁻¹.